Below is C9H15AlF9O2S as an isolated structure at a distorted geometry, with properties calculated with ωB97M-V with the def2-TZVPD basis set.

```
37
Properties=species:S:1:pos:R:3:forces:R:3
C 2.478688 -2.511474 1.342507 -0.4371 1.3083 0.5791
C 3.125807 -0.971377 1.368167 3.7978 0.2513 1.4105
O 4.409738 -0.844485 1.715602 -7.5306 -0.2548 -2.2378
O 2.191093 0.118723 1.046890 3.7645 -3.6563 0.4883
C 2.884715 1.367893 0.696719 0.6527 1.9340 0.6842
Al 1.810311 2.579196 -0.604444 0.3009 -0.1592 -0.2075
C 1.127243 1.609064 -2.277422 -0.3787 -0.9710 -0.9765
C 1.264649 -0.024139 -2.243715 -0.5880 -0.0004 -1.3947
C -0.224977 -0.751228 -2.072490 0.4581 -0.1336 -0.8499
C -1.070132 -0.223961 -0.771323 0.2637 0.7462 -0.1108
C -2.336933 -1.196028 -0.339211 2.0380 -1.7330 -2.5233
F -3.407469 -1.267794 -1.403824 2.8691 0.4318 3.7035
F -1.748590 -2.591724 -0.347918 -2.0785 3.5671 0.4699
C -2.901459 -0.978274 1.169024 0.4594 -5.3435 1.2923
F -1.851410 -1.366203 2.183954 -3.2633 1.4094 -3.7510
F -4.019256 -1.966165 1.389660 3.8462 2.9799 -0.6632
S -3.508192 0.707853 1.635255 -2.4933 3.0777 2.9200
F -5.132361 0.060216 1.618597 3.0157 2.0926 -0.1341
F -3.425193 0.218454 3.306030 -0.2432 1.1432 -3.3038
F -1.948602 1.394356 1.796163 -3.4006 -1.6989 -0.9164
F -3.737208 1.252084 0.035213 0.8646 -1.2655 3.2388
F -4.161252 2.197214 2.178406 1.3273 -2.9985 -1.2186
H 1.783256 -2.627875 0.404532 1.3291 0.1880 1.9293
H 1.835964 -2.582128 2.345151 1.2494 0.0632 -2.3090
H 3.318530 -3.329066 1.383755 -1.5663 1.9467 -0.1881
H 3.938730 1.230571 0.204578 -1.8468 -0.2360 1.3817
H 2.959076 1.997418 1.708163 0.3339 -1.3683 -2.0595
H 0.676653 3.374974 0.201018 -0.4288 -0.0594 0.1658
H 2.876017 3.672511 -1.126829 0.2630 0.1206 0.0219
H 1.713831 1.990809 -3.225998 -1.2115 -0.6458 1.7951
H -0.004512 1.860208 -2.436600 1.9066 -0.3993 -0.0148
H 1.631909 -0.347464 -3.332397 -0.8102 0.3316 2.3043
H 2.072016 -0.441178 -1.502283 -1.7808 0.8509 -1.1397
H -0.019030 -1.902594 -2.103588 -0.7393 2.0809 0.4314
H -0.847085 -0.486725 -3.045458 1.2485 -0.5286 2.0329
H -0.316560 -0.101792 0.131427 -1.7187 -0.5343 -1.5524
H -1.438009 0.880132 -1.027310 0.5270 -2.5370 0.7021
```
Positions in Å, forces in eV/Å.

Summary:
E_LUMO, eV: -0.18
Highest occupied orbital energy, eV: -5.267
Multiplicity: 1
Net charge: -1